Record 1
{
  "formula": "C23H26FNO5S",
  "method": "the ωB97M-V functional and the def2-TZVPD basis",
  "symbols": ["C", "C", "N", "C", "C", "C", "C", "C", "C", "C", "C", "C", "C", "C", "O", "H", "H", "H", "H", "H", "H", "H", "H", "H", "H", "H", "H", "H", "H", "H", "H", "C", "C", "O", "C", "C", "F", "S", "C", "C", "C", "C", "C", "C", "O", "O", "O", "H", "H", "H", "H", "H", "H", "H", "H", "H", "H"],
  "coordinates": [[6.0252, 0.8560, -1.7024], [4.9067, 0.1186, -0.9686], [3.6228, 0.8199, -0.9848], [2.4812, 0.1311, -1.1806], [1.1724, 0.6420, -1.0789], [-0.0592, 0.0256, -1.3693], [-1.2079, 0.8934, -1.6527], [-2.0294, 0.7050, -2.7907], [-3.1474, 1.5003, -3.0233], [-3.4818, 2.5411, -2.1502], [-2.6426, 2.7971, -1.0600], [-1.5103, 2.0177, -0.8392], [3.6671, 2.2423, -0.6627], [5.1162, 2.6613, -0.4343], [5.9668, 2.2654, -1.5295], [7.0041, 0.5027, -1.3283], [5.9817, 0.6649, -2.7841], [4.7848, -0.8722, -1.4035], [5.2238, 0.0154, 0.0770], [2.6258, -0.9455, -1.3480], [1.0811, 1.6524, -0.6639], [-0.1635, -1.0852, -1.4838], [-1.7368, -0.0743, -3.5048], [-3.7278, 1.3581, -3.9376], [-4.3392, 3.1879, -2.3459], [-2.8203, 3.6662, -0.4234], [-0.8651, 2.2445, 0.0103], [3.2460, 2.8574, -1.4707], [3.0771, 2.4451, 0.2369], [5.2041, 3.7576, -0.4423], [5.4804, 2.2448, 0.5296], [2.8904, -2.1487, 2.0722], [1.8037, -3.1603, 1.7780], [0.6459, -2.3984, 1.3559], [-0.4699, -3.1589, 1.2899], [-1.5823, -2.3022, 0.8060], [-2.6736, -3.0235, 0.4960], [-1.8889, -0.8608, 1.9328], [-3.6354, -0.6282, 1.6996], [-4.0858, -0.2646, 0.4380], [-5.4560, -0.1406, 0.1914], [-6.3727, -0.4731, 1.2056], [-5.9108, -0.9122, 2.4545], [-4.5365, -1.0007, 2.7009], [-1.7241, -1.2500, 3.3199], [-1.1844, 0.2888, 1.4067], [-0.4896, -4.3362, 1.6202], [3.8893, -2.5946, 2.0703], [2.8518, -1.3376, 1.3381], [2.7142, -1.7382, 3.0739], [2.1037, -3.8735, 0.9918], [1.5264, -3.7205, 2.6758], [-3.3454, -0.0600, -0.3339], [-5.7993, 0.2125, -0.7837], [-7.4384, -0.4151, 1.0129], [-6.6120, -1.1821, 3.2468], [-4.1564, -1.3577, 3.6502]],
  "mulliken_charge": [-0.50, -0.72, 0.22, -0.11, 0.13, -0.88, 0.75, -0.19, -0.61, -0.43, -0.71, -0.01, -0.44, -0.73, -0.38, 0.28, 0.34, 0.43, 0.35, 0.30, 0.20, 0.23, 0.40, 0.39, 0.42, 0.37, 0.23, 0.37, 0.41, 0.38, 0.33, -0.80, -0.47, -0.11, 0.31, 0.15, -0.35, 1.31, -0.07, 0.09, -0.74, -0.40, -0.59, -0.42, -0.75, -0.52, -0.67, 0.39, 0.02, 0.30, 0.32, 0.38, 0.20, 0.40, 0.37, 0.37, 0.47],
  "homo_ev": -6.1
}

***

Record 2
{
  "formula": "C2F3IS",
  "method": "the ωB97M-V functional and the def2-TZVPD basis",
  "symbols": ["C", "C", "F", "F", "F", "S", "I"],
  "coordinates": [[-0.6458, 0.2777, -0.2901], [0.5049, -0.4483, 0.2526], [-0.2501, 0.9464, -1.3845], [-1.7610, -0.4450, -0.7060], [0.3164, -1.5668, 0.9415], [-0.6455, 1.2342, 1.2761], [2.4811, 0.0019, -0.0896]],
  "mulliken_charge": [0.76, -0.29, -0.21, -0.22, -0.17, -0.16, 0.28],
  "homo_ev": [-9.7, -9.8]
}

***

Energy relative to the best compared isomer or geometry (same formula, charge and spin)? In order: 0.7902 0.8381 eV.